Below is C9H12N16ReS as an isolated structure, with properties calculated with ωB97M-V with the def2-TZVPD basis set.

```
39
C9H12N16ReS, DFT ωB97M-V with the def2-TZVPD basis set
Re 0.51401 -0.59492 0.46004
N 3.29310 -0.26839 2.38948
C 2.26975 0.59324 2.59330
N 2.22181 1.55582 3.46841
N 1.01173 2.15327 3.28885
N 0.34690 1.61918 2.35843
N 1.11147 0.57539 1.84422
C 3.27494 -1.28687 1.47324
N 4.21063 -2.16866 1.31352
N 3.71651 -3.04209 0.38623
N 2.55398 -2.71343 0.00199
N 2.20035 -1.56253 0.66028
H 4.11368 -0.18515 2.97919
C -4.50065 1.37470 0.88174
C -3.88296 0.04860 1.09450
N -4.47706 -1.03347 1.49073
N -3.51167 -1.98857 1.55559
C -2.32961 -1.53165 1.20322
S -0.77053 -2.31128 1.14481
N -2.53507 -0.24232 0.89522
N -1.45533 0.57577 0.51668
H -5.55400 1.30891 1.14257
H -4.42094 1.68272 -0.16218
H -4.02987 2.12878 1.51473
H -3.75734 -2.92384 1.85850
H -1.27822 1.28589 1.24784
H -1.69435 1.04671 -0.35629
N 1.36488 2.43518 -3.95794
C 1.18721 1.23072 -3.41100
C 0.95898 1.05092 -2.02891
N 0.81167 -0.18906 -1.54717
C 0.87673 -1.26071 -2.35488
C 1.06147 -1.03773 -3.71593
N 1.21165 0.16500 -4.22636
H 1.45408 3.27340 -3.41093
H 1.56206 2.48548 -4.94585
H 0.91938 1.87862 -1.33183
H 0.84500 -2.24895 -1.91681
H 1.10562 -1.87871 -4.39725
```

electronic energy	-46316.1652	eV
lowest unoccupied orbital energy (spin up / spin down)	-8.56 / -9.19	eV
multiplicity	2
E_HOMO (spin up / spin down)	-15.41 / -15.44	eV
Kohn-Sham gap (spin up / spin down)	6.86 / 6.25	eV
total charge	+2
⟨S²⟩	0.76
energy above the lowest of the compared OMol25 structures with the same formula, charge and spin	0.000	eV